# 1
Density functional theory data (ωB97M-V/def2-TZVPD) for 2 unconnected molecules or ions with the total composition C18H27N7O9 at a distorted geometry.

```
! wB97M-V def2-TZVPD RIJCOSX def2/J DEFGRID3
* xyz 0 1
O 0.8397 -1.9062 -2.6331
C 0.9722 -0.7594 -2.2640
N 1.5001 -0.5398 -1.0253
C 1.7493 0.7490 -0.6221
O 2.2784 0.8619 0.4751
C 1.3350 1.8953 -1.4677
N 1.4625 3.2773 -1.3246
C 0.9759 3.7863 -2.4294
N 0.5170 2.8071 -3.3005
C -0.0914 3.1434 -4.6003
O 0.9131 3.7218 -5.4303
C 0.4271 3.7639 -6.7780
C 0.0021 5.1918 -7.1511
O 1.1565 6.0030 -7.3959
C -0.7518 2.7721 -6.8465
O -0.6022 1.8325 -7.9324
C -0.7226 2.0586 -5.4909
O 0.0370 0.8533 -5.6734
C 0.7315 1.6003 -2.6660
N 0.4928 0.2753 -3.0293
H 2.0726 -1.2721 -0.6324
H 0.9413 4.8520 -2.6377
H -0.8683 3.8899 -4.4044
H 1.2244 3.4388 -7.4553
H -0.6132 5.1707 -8.0565
H -0.5989 5.6226 -6.3435
H 0.9188 6.9372 -7.5296
H -1.7003 3.3124 -6.9476
H -0.6082 2.2804 -8.7994
H -1.7308 1.8126 -5.1414
H 0.0541 0.6851 -6.6424
H 0.3159 0.0656 -4.0136
C 2.3494 -4.0139 6.7401
N 1.1134 -3.4528 6.1983
C 0.2447 -4.1245 5.4290
O 0.4298 -5.2918 5.0994
C -1.0254 -3.3920 4.9484
C -0.9463 -3.2332 3.4105
C -1.6287 -2.0064 2.7851
C -0.7046 -0.7963 2.8397
N 0.2193 -0.6756 1.9150
O -0.7610 0.0083 3.7500
N -1.2571 -2.1095 5.6460
C -1.6886 -1.9478 6.8981
C -2.0774 -3.1553 7.7302
O -1.7606 -0.8362 7.3935
H 2.8752 -3.2627 7.3318
H 2.9944 -4.3441 5.9234
H 2.1188 -4.8735 7.3727
H 0.8936 -2.4896 6.4098
H -1.8716 -4.0468 5.1587
H 0.1020 -3.2234 3.1057
H -1.3866 -4.1286 2.9695
H -1.8499 -2.2225 1.7394
H -2.5696 -1.7879 3.2912
H 0.8439 0.1208 1.9730
H 0.2891 -1.3414 1.1705
H -1.0531 -1.2453 5.1508
H -2.3826 -2.8135 8.7185
H -2.9107 -3.6693 7.2565
H -1.2294 -3.8282 7.8344
*
```

The HOMO energy is -8.92 eV. The value obtained for the frontier orbital gap is 8.695 eV. Its lowest unoccupied orbital energy is -0.22 eV. The SMILES is O=c1[nH]c(=O)c2ncn([C@H]3O[C@H](CO)[C@@H](O)[C@H]3O)c2[nH]1.CNC(=O)[C@H](CCC(N)=O)NC(C)=O.



# 2
Density functional theory data (ωB97M-V/def2-TZVPD) for a molecular structure, C30H47ClI2N2O4Pt at a distorted geometry.

```
! wB97M-V def2-TZVPD RIJCOSX def2/J DEFGRID3
* xyz 2 1
C 5.0680 -4.9170 0.2738
C 4.2073 -3.7660 0.8932
C 5.1484 -2.5559 1.2082
I 5.9237 -2.8335 3.2080
C 4.4186 -1.1866 1.1861
N 3.1067 -1.1026 1.8289
N 5.2048 -0.2294 2.0272
C 4.5437 1.0446 1.7213
O 4.3057 1.8655 2.5485
C 4.1675 1.1084 0.1595
C 2.7008 1.6038 0.1334
C 2.3313 2.4888 -1.0741
O 0.9118 2.6736 -1.1757
C 0.6137 4.0754 -1.2067
C -0.9155 4.2051 -1.1246
O -1.3675 4.1904 0.2687
C -2.3195 3.2682 0.4408
C -3.6492 3.5309 -0.0270
C -4.6484 2.5994 0.0977
C -4.4168 1.3229 0.6999
C -5.5100 0.2586 0.8094
C -6.8991 1.0947 0.7668
C -5.4794 -0.4897 2.2150
C -5.5728 -0.6945 -0.4546
C -4.7968 -2.0434 -0.3883
C -5.5937 -3.1945 0.3199
C -3.3534 -1.9611 0.1629
C -4.6598 -2.5235 -1.8924
C -3.0832 1.1106 1.1958
C -2.0750 2.0325 1.0758
C 5.2859 1.9638 -0.5384
C 6.3879 2.4895 0.4387
O 7.3460 1.8325 0.6904
I 6.0484 4.4748 1.2379
C 4.4347 -0.3979 -0.1951
C 3.4745 -1.1530 -1.1573
C 3.3233 -0.4775 -2.5647
C 1.8153 -0.3482 -2.9245
Cl 4.0810 -1.5824 -3.7972
H 4.4320 -5.7232 -0.1156
H 5.7352 -5.2630 1.0792
H 5.6384 -4.4773 -0.5622
H 3.3694 -3.4787 0.2364
H 3.7550 -4.1071 1.8406
H 6.0132 -2.5640 0.5273
H 3.2877 -1.2393 2.8237
H 2.4692 -1.8154 1.4884
H 6.1387 -0.2290 1.6002
H 2.3972 2.1326 1.0511
H 2.0516 0.7118 0.0823
H 2.8503 3.4634 -0.9993
H 2.6615 2.0528 -2.0348
H 0.9884 4.5009 -2.1555
H 1.0916 4.5637 -0.3376
H -1.1965 5.1563 -1.6056
H -1.3684 3.3731 -1.6888
H -3.8704 4.4980 -0.4907
H -5.6173 2.8883 -0.3109
H -6.8469 1.9368 1.4704
H -7.0802 1.4532 -0.2562
H -7.7651 0.3791 1.0597
H -5.9113 0.2443 2.9548
H -4.4679 -0.7098 2.5906
H -6.1809 -1.4081 2.2634
H -5.1612 -0.1286 -1.3104
H -6.6275 -0.8985 -0.7077
H -5.3672 -3.2533 1.3980
H -5.3642 -4.1454 -0.1875
H -6.6836 -3.0488 0.1997
H -3.2724 -1.9446 1.2608
H -2.8228 -2.8737 -0.1639
H -2.8189 -1.1292 -0.3308
H -3.8563 -3.2749 -1.9488
H -5.5976 -3.0114 -2.1987
H -4.4389 -1.6583 -2.5362
H -2.8158 0.1715 1.6868
H -1.0612 1.8374 1.4345
H 5.8287 1.3420 -1.2685
H 4.9199 2.8458 -1.0835
H 5.4461 -0.6377 -0.5728
H 3.8688 -2.1645 -1.3311
H 2.4840 -1.2268 -0.6740
H 3.8670 0.4724 -2.6395
H 1.1728 -0.2584 -2.0338
H 1.5294 -1.2864 -3.4267
H 1.5901 0.4988 -3.5894
Pt -7.9024 -0.3437 2.4252
*
```

The HOMO energy is -12.65 eV. The value obtained for the frontier orbital gap is 1.245 eV. Its lowest unoccupied orbital energy is -11.40 eV.